Formula: C3H12NO2S2
Source: OMol25
Level of theory: ωB97M-V with the def2-TZVPD basis set

```
20
Properties=species:S:1:pos:R:3:mulliken_charge:R:1
N 0.982 -0.606 -0.130 -0.308
C -0.360 -0.410 0.660 0.328
C -0.246 -1.027 2.020 -0.479
O 0.647 -2.063 1.859 -0.571
C -1.569 -0.546 -0.287 -1.090
S -2.134 1.119 -1.174 -0.009
S -0.668 1.394 -2.608 -0.144
H 1.252 0.153 -0.807 0.260
H 0.950 -1.360 -0.869 0.402
H 1.634 -0.863 0.589 0.329
H -0.314 0.720 0.966 0.236
H -1.261 -1.238 2.145 0.326
H 0.244 -0.190 2.569 0.330
H 1.028 -2.618 2.490 0.327
H -1.471 -1.195 -1.037 0.500
H -2.354 -0.884 0.346 0.388
H -1.253 1.036 -3.688 0.174
H 0.907 2.982 -0.706 0.325
H 2.379 3.056 -1.136 0.280
O 1.609 2.538 -1.203 -0.604
```

Output
HOMO-LUMO gap   9.63 eV
Total charge   +1
Relative energy (zero: lowest compared OMol25 entry of this formula, charge and spin)   2.143 eV
Largest force on an atom   0.1039 Eh/bohr
Highest occupied orbital energy   -12.8 eV



Formula: C3H12NO3S
Source: OMol25
Level of theory: ωB97M-V with the def2-TZVPD basis set

```
20
Properties=species:S:1:pos:R:3:mulliken_charge:R:1
C -0.124 0.571 -0.078 -0.268
C -0.558 1.273 -1.336 -0.740
S -0.839 3.106 -1.073 -0.254
N -0.265 -0.888 -0.374 -0.440
C 0.289 -1.691 0.857 -0.540
O -0.432 -1.389 1.939 -0.856
H -0.793 0.786 0.774 0.362
H 0.938 0.749 0.145 0.230
H 0.112 1.126 -2.179 0.354
H -1.517 0.851 -1.833 0.293
H -2.178 3.028 -0.997 0.103
H -1.242 -1.171 -0.372 0.263
H 1.385 -1.570 0.974 0.286
H -0.095 -2.760 0.550 0.316
H -0.058 -0.091 2.591 0.399
H 0.592 0.506 3.896 0.246
O 0.308 0.806 3.024 -0.757
H 0.838 -0.696 -2.155 0.424
H 1.974 -1.537 -1.805 0.321
O 1.664 -1.009 -2.549 -0.741
```

Output
HOMO-LUMO gap   7.05 eV
Total charge   -1
Relative energy (zero: lowest compared OMol25 entry of this formula, charge and spin)   0.932 eV
Largest force on an atom   0.0710 Eh/bohr
Highest occupied orbital energy   -4.0 eV



Formula: C3H12NO4
Source: OMol25
Level of theory: ωB97M-V with the def2-TZVPD basis set

```
20
Properties=species:S:1:pos:R:3:mulliken_charge:R:1
C 0.774 -0.345 1.893 -0.738
O 1.790 -1.271 1.380 -0.561
C 0.029 0.284 0.743 0.205
C -1.000 -0.768 0.155 -0.582
O -2.110 -0.147 -0.436 -0.637
N -0.717 1.383 1.386 -0.776
H 1.219 0.392 2.561 0.368
H 0.214 -1.099 2.448 0.284
H 0.528 0.670 -0.141 0.408
H -0.432 -1.423 -0.499 0.195
H -1.410 -1.236 1.059 0.454
H -1.691 0.253 -1.272 0.427
H -1.460 1.723 0.814 0.287
H -1.195 1.018 2.207 0.254
H 2.020 -0.981 0.502 0.351
H 1.350 -0.857 -2.187 0.288
O 1.769 0.003 -2.069 -0.749
H 0.800 0.447 -2.134 0.326
H -0.438 1.742 -2.326 0.221
O -0.646 0.803 -2.331 -1.025
```

Output
HOMO-LUMO gap   8.65 eV
Total charge   -1
Relative energy (zero: lowest compared OMol25 entry of this formula, charge and spin)   0.807 eV
Largest force on an atom   0.0564 Eh/bohr
Highest occupied orbital energy   -4.8 eV



Formula: C3H12NO4
Source: OMol25
Level of theory: ωB97M-V with the def2-TZVPD basis set

```
20
Properties=species:S:1:pos:R:3:mulliken_charge:R:1
C -0.705 1.485 1.182 -0.805
C -0.475 1.590 -0.411 -0.149
O -1.375 0.730 -1.017 -0.514
N -0.119 0.429 1.867 0.012
C -0.559 -0.945 1.558 -0.453
O 0.485 -1.576 0.999 -0.558
H -1.776 1.442 1.262 0.387
H -0.344 2.384 1.641 0.428
H -0.889 2.599 -0.572 0.337
H 0.597 1.432 -0.679 0.267
H -0.860 -0.053 -1.348 0.474
H 0.921 0.489 1.890 0.313
H -0.990 -1.400 2.473 0.265
H -1.350 -0.824 0.823 0.443
H 0.357 -1.421 -0.026 0.460
H 0.401 -2.159 -2.066 0.183
O 0.021 -1.291 -1.716 -1.063
H 1.265 -0.177 -1.850 0.414
H 2.813 -0.572 -1.218 0.287
O 2.217 0.110 -1.724 -0.729
```

Output
Multiplicity   2
HOMO-LUMO gap (alpha / beta)   9.52 / 5.50 eV
Total charge   0
Relative energy (zero: lowest compared OMol25 entry of this formula, charge and spin)   1.425 eV
Largest force on an atom   0.0675 Eh/bohr
Highest occupied orbital energy (alpha / beta)   -9.0 / -9.0 eV



Formula: C3H12NOSi
Source: OMol25
Level of theory: ωB97M-V with the def2-TZVPD basis set

```
18
Properties=species:S:1:pos:R:3:mulliken_charge:R:1
C -2.099 0.914 -0.058 -1.305
C -1.157 -0.161 -0.558 -0.654
C 0.066 -0.339 0.496 -0.228
N 0.650 -1.726 0.333 -0.298
O 2.441 0.004 -0.556 -0.519
Si 1.338 0.994 0.149 0.373
H -3.027 0.689 -0.482 0.378
H -2.173 0.722 0.966 0.418
H -1.664 1.867 -0.382 0.330
H -1.682 -1.123 -0.584 0.412
H -0.972 0.193 -1.584 0.299
H -0.358 -0.033 1.398 0.434
H 1.658 -1.386 -0.071 0.474
H 0.865 -2.202 1.248 0.364
H 0.052 -2.321 -0.255 0.345
H 3.126 0.291 -1.126 0.335
H 1.050 2.319 -0.430 -0.065
H 1.886 1.299 1.495 -0.093
```

Output
Structure (SMILES)   CC[C@@H]([NH3+])[SiH2]O
HOMO-LUMO gap   11.31 eV
Total charge   +1
Relative energy (zero: lowest compared OMol25 entry of this formula, charge and spin)   0.682 eV
Largest force on an atom   0.0875 Eh/bohr
Highest occupied orbital energy   -14.8 eV



Formula: C3H12NP2
Source: OMol25
Level of theory: ωB97M-V with the def2-TZVPD basis set

```
18
Properties=species:S:1:pos:R:3:mulliken_charge:R:1
C -0.363 1.491 1.283 -1.117
C 0.302 1.628 -0.022 -0.263
C 1.444 -0.789 0.007 -0.153
N 0.672 0.212 -0.703 0.167
P 3.040 -0.799 0.461 0.065
P -1.865 -2.000 -0.774 -0.286
H -1.308 0.917 1.298 0.289
H 0.277 1.045 2.107 0.314
H -0.585 2.417 1.633 0.423
H 1.192 2.243 0.054 0.327
H -0.388 2.215 -0.675 0.331
H 0.955 -1.729 0.288 0.195
H 1.091 0.501 -1.564 0.374
H -0.141 -0.439 -0.934 -0.083
H -2.900 -1.730 0.024 0.107
H 3.364 0.427 0.059 0.007
H -2.963 -2.258 -1.917 0.169
H -1.824 -3.350 -0.623 0.135
```

Output
HOMO-LUMO gap   10.04 eV
Total charge   +1
Relative energy (zero: lowest compared OMol25 entry of this formula, charge and spin)   1.041 eV
Largest force on an atom   0.0810 Eh/bohr
Highest occupied orbital energy   -14.4 eV



Formula: C3H12NP2
Source: OMol25
Level of theory: ωB97M-V with the def2-TZVPD basis set

```
18
Properties=species:S:1:pos:R:3:mulliken_charge:R:1
C -1.352 -0.182 0.295 -0.937
C 0.745 -0.373 1.578 -0.863
C 0.859 -0.340 -0.875 -0.651
N 0.077 0.182 0.382 0.184
P -0.225 -0.387 -2.352 -0.098
P 0.437 1.977 0.505 -0.085
H -1.330 -1.114 0.682 0.501
H -2.030 0.475 0.884 0.319
H -1.712 -0.170 -0.755 0.321
H 0.164 -1.095 2.133 0.304
H 1.692 -0.841 1.345 0.373
H 0.825 0.430 2.372 0.364
H 1.387 -1.367 -0.572 0.363
H 1.548 0.475 -1.079 0.433
H 0.822 -0.808 -3.101 0.092
H -0.947 -1.615 -2.064 0.112
H -0.287 2.286 -0.612 0.142
H -0.673 2.467 1.236 0.127
```

Output
Structure (SMILES)   C[N+](C)(P)CP
HOMO-LUMO gap   10.48 eV
Total charge   +1
Relative energy (zero: lowest compared OMol25 entry of this formula, charge and spin)   0.433 eV
Largest force on an atom   0.0683 Eh/bohr
Highest occupied orbital energy   -13.8 eV



Formula: C3H12NS
Source: OMol25
Level of theory: ωB97M-V with the def2-TZVPD basis set

```
17
Properties=species:S:1:pos:R:3:mulliken_charge:R:1
C -0.402 2.460 -2.029 -0.705
N -0.936 1.842 -0.760 -0.211
H -1.242 2.606 -2.718 0.340
H 0.271 1.715 -2.474 0.308
H 0.208 3.341 -1.821 0.331
H -1.814 1.371 -1.017 0.437
H -0.388 1.046 -0.372 0.084
H -1.214 2.566 -0.094 0.393
C 1.251 -1.399 2.366 -0.785
S 0.333 -0.738 0.942 0.367
C -0.068 -2.300 0.143 -0.846
H 2.221 -0.913 2.526 0.393
H 0.583 -1.256 3.237 0.380
H 1.466 -2.455 2.208 0.349
H -0.832 -2.238 -0.644 0.364
H -0.318 -3.080 0.865 0.384
H 0.881 -2.567 -0.356 0.419
```

Output
Multiplicity   2
HOMO-LUMO gap (alpha / beta)   12.47 / 9.21 eV
Total charge   +2
Relative energy (zero: lowest compared OMol25 entry of this formula, charge and spin)   0.000 eV
Largest force on an atom   0.0393 Eh/bohr
Highest occupied orbital energy (alpha / beta)   -20.2 / -21.5 eV



Formula: C3H12O2S
Source: OMol25
Level of theory: ωB97M-V with the def2-TZVPD basis set

```
18
Properties=species:S:1:pos:R:3:mulliken_charge:R:1
C 1.209 -2.131 0.965 -0.830
C 2.047 -1.122 0.098 -0.386
S 2.062 0.537 0.837 -0.130
C 0.851 1.444 -0.260 -0.709
H 0.250 -2.381 0.462 0.246
H 1.779 -3.109 1.190 0.260
H 0.767 -1.801 2.074 0.250
H 3.087 -1.524 -0.134 0.363
H 1.459 -1.053 -0.910 0.196
H 0.492 0.942 -1.144 0.199
H 1.345 2.428 -0.522 0.294
H -0.115 1.777 0.300 0.253
H -3.554 -0.040 1.067 0.323
H -3.710 -0.967 2.390 0.329
O -3.682 -0.978 1.399 -0.652
H -1.848 2.158 -2.198 0.307
H -0.921 2.795 -3.163 0.319
O -1.517 3.026 -2.453 -0.633
```

Output
Structure (SMILES)   CCSC.O.O
HOMO-LUMO gap   8.84 eV
Total charge   0
Relative energy (zero: lowest compared OMol25 entry of this formula, charge and spin)   1.654 eV
Largest force on an atom   0.0652 Eh/bohr
Highest occupied orbital energy   -8.5 eV



Formula: C3H12O2S
Source: OMol25
Level of theory: ωB97M-V with the def2-TZVPD basis set

```
18
Properties=species:S:1:pos:R:3:mulliken_charge:R:1
C -1.175 0.016 0.098 -0.938
C -1.755 -1.108 -0.970 -0.396
S -0.671 -2.373 -1.853 0.374
C -0.990 -1.955 -3.651 -0.641
H -0.238 -0.322 0.527 0.345
H -0.908 0.968 -0.363 0.322
H -1.869 0.087 0.953 0.310
H -2.462 -1.741 -0.375 0.355
H -2.389 -0.418 -1.703 0.321
H -1.314 -2.816 -4.372 0.353
H -0.138 -1.404 -3.883 0.341
H -1.785 -1.057 -3.598 0.254
H 2.744 3.078 2.161 0.331
H 2.973 1.673 1.844 0.324
O 2.797 2.519 1.352 -0.658
H 1.613 1.644 4.730 0.312
H 3.143 1.722 4.826 0.318
O 2.425 1.489 4.277 -0.626
```

Output
Multiplicity   2
HOMO-LUMO gap (alpha / beta)   9.56 / 4.87 eV
Total charge   +1
Relative energy (zero: lowest compared OMol25 entry of this formula, charge and spin)   1.471 eV
Largest force on an atom   0.0774 Eh/bohr
Highest occupied orbital energy (alpha / beta)   -13.2 / -13.2 eV